# 1
{
  "formula": "H28O14",
  "method": "ωB97M-V/def2-TZVPD",
  "symbols": ["O", "H", "H", "O", "H", "H", "O", "H", "H", "O", "H", "H", "O", "H", "H", "O", "H", "H", "O", "H", "H", "O", "H", "H", "O", "H", "H", "O", "H", "H", "O", "H", "H", "O", "H", "H", "O", "H", "H", "O", "H", "H"],
  "xyz": [[-26.21098, -6.52182, -46.72575], [-26.36413, -6.15477, -45.81745], [-26.81535, -7.25393, -46.66828], [-27.60404, -9.01156, -46.63939], [-28.11046, -9.53694, -47.42723], [-28.17781, -8.99082, -45.87889], [-26.06432, -10.37111, -45.42489], [-26.54524, -9.92416, -46.17059], [-25.99124, -9.69623, -44.74336], [-28.28429, -8.60236, -42.87714], [-28.94022, -8.71422, -42.13720], [-27.64708, -9.34247, -42.88158], [-29.17707, -4.34559, -45.31936], [-28.73141, -4.22537, -46.06818], [-29.95086, -3.84762, -45.27452], [-25.78445, -9.07877, -43.07975], [-25.14733, -8.34605, -42.97668], [-25.56864, -9.75863, -42.43811], [-29.15358, -9.19159, -45.05171], [-28.75739, -9.08208, -44.19204], [-29.79893, -10.01280, -45.24895], [-23.97210, -6.72817, -46.41025], [-24.25180, -6.26813, -45.58971], [-24.77446, -6.76277, -46.97675], [-25.45182, -5.17723, -41.61927], [-25.32524, -5.75176, -40.85062], [-26.31862, -5.27942, -42.11269], [-24.57358, -6.51105, -43.80019], [-24.33112, -5.71870, -43.37268], [-25.48585, -6.47627, -44.28869], [-30.00867, -5.96687, -41.95392], [-29.57606, -6.53710, -42.64859], [-31.03347, -6.01519, -42.23018], [-29.97265, -6.80771, -44.32556], [-29.42259, -7.50001, -44.50798], [-29.71185, -5.87757, -44.67122], [-26.92267, -6.77423, -44.56775], [-27.07060, -5.77323, -44.30133], [-27.30974, -7.31639, -43.73306], [-27.77844, -4.23809, -43.63954], [-28.45811, -4.16924, -44.35909], [-28.17198, -3.58712, -43.08264]],
  "relative_energy_kj_mol": 730.5,
  "orbital_gap_ev": 8.0
}

# 2
{
  "formula": "C6H11N2O",
  "method": "ωB97M-V/def2-TZVPD",
  "symbols": ["C", "C", "C", "C", "C", "C", "N", "N", "O", "H", "H", "H", "H", "H", "H", "H", "H", "H", "H", "H"],
  "xyz": [[-2.43895, -1.13819, -0.31806], [-1.43264, -1.86472, 0.38448], [-2.12603, 0.28525, -0.52134], [-0.22686, -1.26988, 0.76714], [-0.89972, 0.84078, -0.12615], [0.05939, 0.06820, 0.47605], [2.49018, -0.08418, -0.92963], [1.09765, 0.98965, 1.02980], [-0.71256, 2.24043, -0.01359], [-3.35254, -1.51926, -0.83098], [-1.57246, -2.92443, 0.56599], [-2.77426, 0.97973, -1.03198], [0.56511, -1.75905, 1.32054], [2.04936, 0.72234, 0.49663], [2.86025, 0.33947, -1.77449], [2.25270, -1.05410, -1.30568], [3.19600, -0.17091, -0.28336], [1.41014, 0.81249, 2.03395], [0.82146, 1.89008, 0.79748], [-1.26624, 2.61632, -0.73679]],
  "charge": 1,
  "relative_energy_kj_mol": 157.8,
  "orbital_gap_ev": 9.9
}

# 3
{
  "formula": "C24H34BF22N2O20S4Zr",
  "method": "ωB97M-V/def2-TZVPD",
  "symbols": ["Zr", "N", "S", "O", "O", "F", "S", "O", "O", "F", "N", "S", "O", "O", "F", "S", "O", "O", "F", "B", "H", "H", "H", "H", "C", "C", "O", "C", "O", "C", "F", "F", "F", "H", "H", "H", "H", "H", "C", "C", "O", "C", "O", "C", "F", "F", "F", "H", "H", "H", "H", "H", "C", "C", "O", "C", "O", "C", "F", "F", "F", "H", "H", "H", "H", "H", "C", "C", "O", "C", "O", "C", "F", "F", "F", "H", "H", "H", "H", "H", "C", "C", "O", "C", "O", "C", "F", "F", "F", "H", "H", "H", "H", "H", "C", "C", "O", "C", "O", "C", "F", "F", "F", "H", "H", "H", "H", "H"],
  "xyz": [[0.26318, 3.06575, 0.26480], [-2.80533, 3.90760, 2.90695], [-4.36740, 3.85650, 2.46325], [-5.21792, 3.04892, 3.28142], [-4.54294, 3.88894, 1.04387], [-4.73633, 5.32823, 2.93495], [-2.57206, 2.27914, 2.35980], [-1.24194, 2.23187, 1.72031], [-3.51033, 1.41832, 1.74074], [-2.36498, 1.68395, 3.80452], [0.66094, 1.04643, 0.01337], [2.20716, 0.18462, -0.18335], [2.38648, -0.53521, -1.40296], [2.85197, -0.23986, 1.03140], [2.99532, 1.54445, -0.41775], [-0.13203, -0.40218, -0.10226], [0.10578, -1.35618, 0.91532], [-0.35308, -0.86222, -1.46124], [-1.54086, 0.25464, 0.29193], [-1.57704, 3.76316, -0.74979], [-2.03589, 3.81351, 0.26385], [-1.22665, 2.72161, -0.94858], [-2.30881, 3.98862, -1.58422], [-0.69503, 4.44386, -0.73003], [-3.04901, -4.89257, 0.65940], [-2.17369, -3.70266, 1.12062], [-2.58858, -3.48611, 2.49592], [-2.59749, -2.30516, 3.04836], [-2.38708, -1.25422, 2.50008], [-2.70926, -2.43143, 4.61773], [-1.46725, -2.49169, 5.16655], [-3.30258, -1.33957, 5.06861], [-3.32988, -3.52585, 5.01030], [-4.05895, -4.74968, 1.03116], [-2.49807, -5.78551, 0.94870], [-3.10656, -4.94214, -0.42910], [-2.24179, -2.88087, 0.41164], [-1.11804, -3.95754, 1.21083], [1.59584, -2.67730, -6.73428], [1.74884, -2.65652, -5.20694], [0.68821, -3.32458, -4.55757], [-0.48300, -2.78093, -4.21958], [-0.72338, -1.62670, -4.44250], [-1.50854, -3.63073, -3.45217], [-2.71893, -3.65670, -4.04026], [-1.14032, -4.90869, -3.22197], [-1.74763, -3.11827, -2.24688], [0.92870, -1.86313, -7.01713], [1.25798, -3.63286, -7.13232], [2.55382, -2.50667, -7.22748], [1.88278, -1.62905, -4.86890], [2.62558, -3.25938, -4.97640], [-1.62890, 1.84030, -5.68679], [-1.03480, 2.00570, -4.26891], [0.41252, 2.06342, -4.34163], [1.14658, 2.48263, -3.33728], [0.80064, 2.83992, -2.19479], [2.66278, 2.47672, -3.64654], [3.11828, 3.72165, -3.40988], [3.31754, 1.63022, -2.88631], [2.83889, 2.20403, -4.92313], [-2.10697, 2.73354, -6.08995], [-2.47989, 1.16274, -5.65350], [-0.78975, 1.53595, -6.30857], [-1.29490, 1.11287, -3.70332], [-1.35888, 2.88043, -3.70635], [5.68350, 3.44361, 2.64570], [4.20336, 3.44405, 2.37606], [3.57468, 2.37604, 3.15692], [2.29533, 2.11438, 3.05091], [1.52106, 2.59356, 2.23565], [1.84659, 1.05823, 4.07469], [1.82894, 1.45489, 5.33662], [0.66171, 0.57771, 3.72831], [2.75848, 0.11014, 3.90666], [6.14830, 3.92537, 1.78777], [6.00886, 2.40676, 2.73445], [5.94381, 3.92117, 3.58853], [4.05433, 3.03568, 1.37238], [3.62058, 4.33042, 2.62278], [-3.64993, 1.10644, -2.67743], [-4.71268, 1.07662, -1.57007], [-5.30307, -0.21766, -1.60337], [-4.71898, -1.27162, -1.03981], [-3.54769, -1.37091, -0.82495], [-5.68059, -2.44717, -0.78580], [-5.25312, -3.45862, -1.54577], [-5.58080, -2.75793, 0.51483], [-6.92768, -2.13217, -1.07288], [-3.11927, 2.06281, -2.63840], [-4.08956, 0.99369, -3.66630], [-2.81751, 0.43054, -2.48053], [-5.49838, 1.81294, -1.71746], [-4.25212, 1.26568, -0.59967], [5.71847, -1.51489, 1.86975], [5.01471, -2.10567, 3.07978], [5.39513, -1.45280, 4.28080], [4.76245, -1.69768, 5.41568], [3.83438, -2.44685, 5.57202], [5.18506, -0.74897, 6.57047], [6.12361, 0.12151, 6.19238], [4.11387, -0.05921, 6.93180], [5.63241, -1.51991, 7.55959], [5.24217, -1.79848, 0.93401], [6.79241, -1.68841, 1.87335], [5.61204, -0.42444, 1.92747], [5.46683, -3.10130, 3.02924], [3.93120, -2.19563, 3.03809]],
  "charge": 1,
  "orbital_gap_ev": 5.2
}

# 4
{
  "formula": "C40H37BClN10OPb",
  "method": "ωB97M-V/def2-TZVPD",
  "symbols": ["Pb", "Cl", "C", "C", "C", "C", "O", "C", "C", "N", "C", "C", "C", "C", "C", "C", "C", "C", "N", "C", "C", "H", "H", "H", "H", "H", "H", "H", "H", "H", "H", "C", "C", "N", "N", "C", "B", "N", "C", "C", "C", "N", "N", "C", "C", "C", "N", "H", "H", "H", "H", "H", "H", "H", "H", "H", "H", "C", "C", "C", "C", "C", "C", "C", "C", "C", "C", "N", "C", "C", "C", "C", "C", "N", "H", "H", "H", "H", "H", "H", "H", "H", "H", "H", "H", "H", "H", "H", "H", "H", "H"],
  "xyz": [[-0.42486, 1.08489, -0.82921], [7.19026, -0.55306, 0.01551], [5.65186, 0.01186, -0.46034], [5.43931, 1.39774, -0.60713], [4.20867, 1.83692, -0.97470], [3.10766, 0.92456, -1.21857], [2.03283, 1.36957, -1.65426], [3.35607, -0.50362, -1.01459], [2.34503, -1.58014, -1.12364], [1.13612, -1.48351, -0.75564], [0.36458, -2.67364, -0.66015], [0.94415, -3.87046, -0.32576], [0.19727, -5.05733, -0.20309], [-1.14035, -5.04427, -0.44988], [-1.78712, -3.82767, -0.77535], [-3.17718, -3.78155, -1.03195], [-3.76927, -2.59425, -1.32806], [-2.96975, -1.43394, -1.33195], [-1.68190, -1.42877, -1.08892], [-1.05755, -2.61844, -0.83801], [4.62462, -0.91177, -0.68867], [6.25831, 2.08394, -0.43995], [4.00872, 2.88925, -1.13118], [2.75111, -2.53509, -1.47511], [2.00729, -3.91024, -0.12763], [0.69520, -5.97199, 0.09036], [-1.72820, -5.95266, -0.39491], [-3.75030, -4.70107, -0.99260], [-4.82792, -2.52189, -1.53736], [-3.42219, -0.46958, -1.54490], [4.83789, -1.96739, -0.56758], [-1.34163, -0.31894, -5.19544], [-0.59183, -0.33731, -4.01609], [-0.94768, 0.66553, -3.22091], [-1.92659, 1.34502, -3.86119], [-2.17513, 0.77097, -5.04999], [-2.51065, 2.66735, -3.29591], [-1.32619, 3.61226, -2.96361], [-0.98461, 4.75800, -3.57305], [0.17839, 5.23111, -2.99862], [0.48826, 4.27987, -2.02423], [-0.42289, 3.31064, -2.00388], [-3.32622, 2.41553, -1.99595], [-4.60147, 2.75843, -1.75381], [-4.90576, 2.43778, -0.44535], [-3.72273, 1.89066, 0.05698], [-2.78052, 1.87667, -0.88270], [-1.28185, -0.99641, -6.02971], [0.17841, -1.02785, -3.70428], [-2.92291, 1.17627, -5.71263], [-3.22926, 3.17199, -4.11400], [-1.58797, 5.15663, -4.37292], [0.72192, 6.12454, -3.25247], [1.32747, 4.24456, -1.34565], [-5.20676, 3.20836, -2.52438], [-5.84071, 2.58259, 0.06802], [-3.51198, 1.50000, 1.04269], [3.60895, -0.99234, 4.26123], [3.10090, -1.19268, 2.83010], [1.76754, -1.90420, 2.78595], [1.75449, -3.27432, 3.02499], [0.57574, -3.99595, 3.03852], [-0.62535, -3.35556, 2.77599], [-0.65839, -2.00389, 2.47325], [-1.96626, -1.31747, 2.17969], [-2.59755, -0.70986, 3.43650], [0.54039, -1.26428, 2.51403], [0.41417, 0.09438, 2.20134], [1.05872, 1.02724, 2.79957], [0.85817, 2.39529, 2.43010], [1.30665, 3.56256, 3.16167], [0.73228, 4.61945, 2.54356], [-0.03802, 4.05442, 1.43423], [0.04586, 2.74006, 1.38429], [4.56514, -0.46570, 4.26542], [3.74599, -1.95283, 4.75844], [2.89732, -0.41528, 4.85706], [3.83134, -1.79701, 2.28386], [3.04627, -0.23350, 2.31936], [2.69648, -3.78305, 3.20629], [0.59327, -5.06052, 3.23824], [-1.55297, -3.91728, 2.79277], [-2.65554, -2.04166, 1.73965], [-1.79079, -0.52338, 1.45070], [-2.77181, -1.47619, 4.19326], [-3.55449, -0.24161, 3.20053], [-1.94573, 0.05206, 3.86865], [1.75292, 0.84048, 3.62338], [1.94170, 3.55675, 4.03452], [0.79520, 5.66385, 2.80726], [-0.64206, 4.60138, 0.71990]],
  "charge": 1,
  "orbital_gap_ev": [5.5, 6.1]
}

| no. | total energy (a.u.) |
| --- | --- |
| 1 | -1069.9227 |
| 2 | -419.6968 |
| 3 | -6410.5357 |
| 4 | -2847.0402 |